# 1
{
  "formula": "C16H31CuNP2S",
  "method": "ωB97M-V/def2-TZVPD",
  "elements": ["Cu", "S", "P", "P", "N", "C", "C", "C", "C", "C", "C", "C", "C", "C", "C", "C", "C", "C", "C", "C", "C", "H", "H", "H", "H", "H", "H", "H", "H", "H", "H", "H", "H", "H", "H", "H", "H", "H", "H", "H", "H", "H", "H", "H", "H", "H", "H", "H", "H", "H", "H", "H"],
  "xyz": [[-1.0569, 0.1986, -1.6891], [-2.1090, -0.0790, 5.8885], [0.7867, -2.1001, 2.3343], [0.7092, 2.3760, 2.4528], [-2.2288, 0.8991, 3.2679], [-1.3090, -1.2436, -2.9473], [-0.4228, -3.1204, 1.4681], [1.0706, -0.3466, -3.3691], [0.5957, -2.3515, 4.0801], [0.0535, -1.1303, -2.5925], [-0.6477, 2.4495, 1.2144], [1.9384, 3.5079, 1.6555], [-2.4917, 0.9644, -3.7170], [0.6053, 1.1117, -3.6776], [-1.9992, -0.4944, -4.0675], [2.3978, -2.4751, 1.6432], [0.3592, -0.4096, 1.7859], [-0.2882, 1.7286, -2.6116], [-2.1737, 0.4789, 4.3822], [1.4014, 0.6604, 2.0989], [-1.6994, 1.7108, -2.6737], [2.0720, 4.3729, 2.3240], [-1.3872, -0.4213, -4.9817], [-0.2681, -3.0848, 0.3804], [1.5958, 3.8671, 0.6818], [0.4615, -3.4324, 4.2484], [2.9158, 3.0193, 1.5382], [-2.2414, 2.4606, -2.0850], [-0.8359, 1.4489, 0.8076], [1.3311, -0.8363, -4.3146], [2.1460, 0.7656, 1.3111], [-2.8980, -1.0806, -4.3217], [-1.5449, 2.7557, 1.7670], [-3.5326, 0.8768, -3.3544], [3.1031, -1.6498, 1.7995], [1.5018, -2.0233, 4.6009], [-2.5304, 1.5376, -4.6578], [1.5060, 1.7397, -3.7560], [2.3161, -2.6618, 0.5603], [-1.4389, -2.7765, 1.6977], [-0.2779, -1.8122, 4.4753], [-0.4200, 3.1401, 0.3962], [0.1154, 1.1061, -4.6649], [-0.6499, -0.1811, 2.1974], [2.7958, -3.3813, 2.1198], [-0.3098, -4.1548, 1.8170], [0.2098, 2.4002, -1.9028], [0.4630, -1.8847, -1.9226], [-1.8623, -2.1211, -2.5857], [2.0099, -0.3011, -2.8039], [1.9676, 0.4193, 3.0198], [0.1950, -0.4421, 0.6822]],
  "charge": 0,
  "gap_ev": [5.46, 6.55],
  "energy_ha": -3404.20699,
  "homo_ev": [-5.61, -6.72],
  "multiplicity": 2,
  "fmax_ev_per_a": 3.5
}



# 2
{
  "formula": "C16H31F2NO8S2",
  "method": "ωB97M-V/def2-TZVPD",
  "elements": ["S", "S", "F", "F", "O", "O", "O", "O", "O", "O", "O", "O", "N", "C", "C", "C", "C", "C", "C", "C", "C", "C", "C", "C", "C", "C", "C", "C", "C", "H", "H", "H", "H", "H", "H", "H", "H", "H", "H", "H", "H", "H", "H", "H", "H", "H", "H", "H", "H", "H", "H", "H", "H", "H", "H", "H", "H", "H", "H", "H"],
  "xyz": [[-1.2426, 1.8857, 1.4264], [-0.7521, -2.0277, 0.4174], [0.5101, 0.4656, -0.4090], [-1.1623, -2.2273, 3.0211], [-1.6921, 2.2459, 2.7280], [-1.6745, 0.4027, 1.0840], [1.2165, -3.4896, -1.8364], [0.3313, 1.5901, 1.5285], [2.9389, -2.5290, -0.8870], [-1.5130, 2.7180, 0.3095], [-5.3411, 0.8182, -2.7829], [-6.5330, 2.4637, -1.9635], [5.9236, 2.4884, 2.1583], [2.0405, -0.1100, 1.2732], [-5.4284, 1.6827, -1.9552], [2.5374, -3.2272, -1.7794], [4.4148, 0.8478, 1.1346], [-4.3300, 1.9470, -0.9558], [4.6850, 2.3233, 1.4007], [0.6032, -4.2323, -2.9003], [3.0774, 0.6249, 0.4096], [3.4725, -3.8406, -2.7927], [-6.7726, 3.4724, -0.9752], [0.6250, 0.3187, 0.9644], [-0.5939, -0.5477, 1.4001], [0.7261, -5.7267, -2.6976], [0.4537, -0.7434, 3.8298], [-0.7415, -0.9028, 2.9177], [-6.0383, 4.7603, -1.2807], [1.3018, -1.3388, 3.4926], [0.9984, -3.9122, -3.8649], [4.8038, 2.8409, 0.4439], [2.2435, 0.0908, 2.3250], [-4.6424, 2.4564, -0.0493], [3.0077, -4.1219, -3.7325], [2.0882, -1.1904, 1.1081], [5.2432, 0.4389, 0.5527], [-6.2976, 5.5206, -0.5427], [2.6659, 1.5954, 0.1152], [4.4265, 0.3118, 2.0919], [3.9131, -4.7310, -2.3427], [6.1189, 3.4692, 2.3170], [-0.7765, -1.3307, -0.7275], [0.7365, 0.3064, 3.9219], [3.8034, 2.7625, 1.8946], [-1.5654, -0.2819, 3.2721], [3.2322, 0.0619, -0.5116], [0.2926, -6.0121, -1.7394], [0.1573, -1.1045, 4.8149], [5.8283, 2.0635, 3.0740], [-4.9574, 4.6219, -1.2596], [1.7662, -6.0525, -2.7137], [0.1924, -6.2531, -3.4896], [-3.8822, 0.9923, -0.6915], [-3.5637, 2.5515, -1.4403], [-6.5376, 3.0962, 0.0211], [-6.3181, 5.1261, -2.2685], [-7.8495, 3.6292, -1.0151], [4.2717, -3.1285, -2.9796], [-0.4420, -3.9291, -2.8640]],
  "charge": 0,
  "gap_ev": 9.92,
  "smiles": "C[C@H](F)[C@@]1(S)OS(=O)(=O)O[C@@]1(F)CCCCN.CCOC(C)=O.CCOC(C)=O",
  "energy_ha": -2281.02843,
  "homo_ev": -9.41,
  "fmax_ev_per_a": 0.3
}



# 3
{
  "formula": "C16H31FeNP2Se",
  "method": "ωB97M-V/def2-TZVPD",
  "elements": ["Se", "Fe", "P", "P", "N", "C", "C", "C", "C", "C", "C", "C", "C", "C", "C", "C", "C", "C", "C", "C", "C", "H", "H", "H", "H", "H", "H", "H", "H", "H", "H", "H", "H", "H", "H", "H", "H", "H", "H", "H", "H", "H", "H", "H", "H", "H", "H", "H", "H", "H", "H", "H"],
  "xyz": [[0.2338, -1.4003, 1.7572], [0.5546, -3.0319, -2.7387], [0.8181, 1.1853, -5.7823], [-0.2189, -1.7130, -4.2852], [0.6271, -2.0090, -1.1128], [0.4533, 2.7384, -1.8086], [-0.4583, 2.3603, -6.4508], [-2.0825, 2.6737, -2.2103], [0.4191, -0.3182, -6.6616], [-0.3610, 0.0643, -3.4204], [-1.8231, 0.4084, -3.1252], [0.9191, 2.4779, -3.2513], [0.4899, -1.7092, 0.0514], [-1.5242, -2.9825, -3.9323], [2.2183, 2.0834, -6.5025], [1.1322, -4.6139, -1.8510], [1.3371, -2.6737, -4.6974], [-2.1065, 1.8882, -3.4969], [-0.9577, 3.1842, -1.5992], [0.7052, 1.1432, -3.9725], [-0.7303, -1.0806, -5.9920], [0.5541, 3.2987, -3.8860], [-3.0944, 1.8773, -4.0016], [-0.8679, 3.0813, -5.7334], [1.1351, -3.4277, -5.4631], [-1.6245, -0.4306, -5.9260], [0.1818, -0.0081, -7.6888], [-3.0273, 2.6769, -1.6883], [1.0191, 3.6394, -1.5396], [2.0199, -4.2055, -1.2853], [-1.3433, 2.1959, -4.2340], [-0.0051, -0.2473, -2.4112], [0.8599, 2.0110, -1.0784], [-1.0566, -1.9090, -6.6349], [-1.2592, 1.7997, -6.9475], [0.1501, -4.6924, -1.2814], [-1.5809, -3.7063, -4.7585], [1.8759, -3.1802, -3.8656], [-2.5023, -2.4999, -3.8243], [1.6134, 0.5223, -3.7735], [1.3006, -5.2828, -2.7376], [-1.3164, -3.5285, -2.9857], [0.0306, 2.9642, -7.2314], [3.1161, 1.4785, -6.6415], [2.0446, -1.9382, -5.0768], [-2.4780, -0.3350, -3.6335], [-1.1352, 3.8510, -0.7472], [1.9236, 2.4400, -7.5020], [2.0131, 2.6168, -3.1757], [1.3209, -0.9278, -6.7174], [2.4668, 2.9847, -5.9314], [-1.9795, 0.2062, -2.0263]],
  "charge": 0,
  "gap_ev": [4.02, 6.58],
  "energy_ha": -5030.47023,
  "homo_ev": [-3.73, -6.93],
  "multiplicity": 5,
  "fmax_ev_per_a": 4.2
}



# 4
{
  "formula": "C16H31MgNP2S",
  "method": "ωB97M-V/def2-TZVPD",
  "elements": ["S", "P", "P", "Mg", "N", "C", "C", "C", "C", "C", "C", "C", "C", "C", "C", "C", "C", "C", "C", "C", "C", "H", "H", "H", "H", "H", "H", "H", "H", "H", "H", "H", "H", "H", "H", "H", "H", "H", "H", "H", "H", "H", "H", "H", "H", "H", "H", "H", "H", "H", "H", "H"],
  "xyz": [[-1.7004, 0.4139, 3.7919], [0.6856, 2.4563, 2.0719], [0.8703, -2.4159, 1.8609], [-1.3106, 0.3316, -0.6204], [-2.3435, 0.5128, 1.0678], [-1.7424, 1.8473, -1.9777], [-2.1259, 0.4826, 2.2539], [0.6019, 1.1376, -2.7128], [0.3962, -2.3557, 3.5636], [-1.2419, -1.2283, -1.9681], [-0.7880, 3.4860, 1.4744], [-1.9451, -0.5179, -3.1028], [-2.5347, 0.9271, -2.8781], [0.1272, -1.3275, -1.9377], [2.5429, -2.8094, 1.4187], [0.6025, -0.7773, 1.0645], [-0.2800, -3.5288, 1.0185], [-0.3673, 1.7933, -1.7613], [1.8069, 3.4077, 0.9885], [1.2506, 0.5780, 1.3605], [1.1009, -0.3278, -2.4513], [-0.4896, -0.7350, 1.0490], [-1.5507, 3.5032, 2.2760], [1.9776, 0.4426, 2.1753], [1.4964, -0.6748, -3.4227], [0.9086, -1.0472, 0.0243], [2.9444, -3.5577, 2.1109], [-2.3091, 2.7375, -1.6413], [0.7483, -3.2667, 4.0743], [1.3929, 3.6377, -0.0001], [-0.0224, -3.6764, -0.0432], [1.9962, -0.2953, -1.7961], [-1.2445, -0.4506, -3.9610], [2.5617, -3.2102, 0.3931], [-1.2581, 2.9471, 0.6291], [-2.8053, -1.1608, -3.3594], [-1.8534, -1.8887, -1.3090], [-0.2372, -4.5068, 1.5247], [0.0966, 2.5103, -1.0689], [-1.3203, -3.1599, 1.0682], [1.5141, 1.7596, -2.6823], [0.2247, 1.1618, -3.7506], [0.8144, -1.4816, 4.0829], [-2.7093, 1.3121, -3.8950], [0.5886, -2.3072, -1.7386], [-3.5607, 0.8430, -2.4679], [3.1498, -1.8974, 1.4574], [-0.6949, -2.3103, 3.6857], [1.8042, 0.9263, 0.4767], [2.0177, 4.3457, 1.5227], [2.7527, 2.8746, 0.8701], [-0.5387, 4.5395, 1.1907]],
  "charge": 0,
  "gap_ev": [4.21, 4.22],
  "energy_ha": -1963.76272,
  "homo_ev": [-4.36, -4.35],
  "fmax_ev_per_a": 3.5
}



# 5
{
  "formula": "C16H31N3O3",
  "method": "ωB97M-V/def2-TZVPD",
  "elements": ["O", "O", "O", "N", "N", "N", "C", "C", "C", "C", "C", "C", "C", "C", "C", "C", "C", "C", "C", "C", "C", "C", "H", "H", "H", "H", "H", "H", "H", "H", "H", "H", "H", "H", "H", "H", "H", "H", "H", "H", "H", "H", "H", "H", "H", "H", "H", "H", "H", "H", "H", "H", "H"],
  "xyz": [[-1.5938, 1.8398, -1.2901], [0.2706, 1.5766, 2.5020], [-2.8038, 1.1863, 3.0517], [1.3688, -1.2446, 0.3555], [-3.0749, 2.9591, 0.0699], [-2.0218, 1.2123, 0.8993], [-3.0614, 4.1314, 2.2388], [1.3828, -4.5356, -1.0748], [1.1918, -2.6564, 0.6568], [-2.1641, 2.0105, -0.2452], [3.3514, 0.4327, -2.4352], [-2.7571, 1.6709, 1.9475], [3.2672, 1.7892, -3.1236], [0.7032, -5.2252, -2.2514], [0.5277, -3.3989, -0.5177], [-3.5145, 2.9037, 1.4462], [0.3344, 0.7658, 1.3539], [1.3708, -0.3660, 1.5099], [2.3740, 0.3384, -1.2655], [2.4737, -1.0116, -0.5578], [-1.0369, 0.1654, 1.0092], [-5.0240, 2.6904, 1.5542], [-3.2887, 3.9839, 3.2909], [0.6307, 1.4397, 0.5461], [1.3542, 0.4689, -1.6309], [-3.5747, 5.0221, 1.8832], [-5.3331, 1.8604, 0.9229], [3.9510, 1.8350, -3.9683], [2.4424, -1.7965, -1.3151], [-0.4310, -3.8097, -0.1969], [2.3568, 0.0871, 1.6770], [1.3239, -6.0322, -2.6338], [-3.3193, 3.7022, -0.5609], [3.1280, -0.3550, -3.1585], [-5.5561, 3.5869, 1.2447], [-0.2540, -5.6428, -1.9472], [0.3201, -2.6766, -1.3082], [0.5257, -4.5163, -3.0572], [3.4475, -1.0874, -0.0386], [0.5515, -2.7351, 1.5365], [-0.9656, -0.3660, 0.0604], [3.5249, 2.5859, -2.4293], [1.1140, -0.9250, 2.4165], [-5.2811, 2.4608, 2.5846], [4.3695, 0.2695, -2.0725], [-1.9878, 4.2711, 2.1320], [-1.3663, -0.5119, 1.8018], [2.1534, -3.1379, 0.9047], [2.3511, -4.1446, -1.3958], [2.2572, 1.9663, -3.4856], [1.5686, -5.2670, -0.2844], [-0.1641, 1.0849, 3.2111], [2.5873, 1.1451, -0.5626]],
  "charge": 0,
  "gap_ev": 9.17,
  "smiles": "CCCCN(CCCC)C[C@H](O)CN1C(=O)NC(C)(C)C1=O",
  "energy_ha": -1018.30749,
  "homo_ev": -8.38,
  "fmax_ev_per_a": 0.6
}



# 6
{
  "formula": "C16H31N4O4",
  "method": "ωB97M-V/def2-TZVPD",
  "elements": ["O", "O", "O", "O", "N", "N", "N", "N", "C", "C", "C", "C", "C", "C", "C", "C", "C", "C", "C", "C", "C", "C", "C", "C", "H", "H", "H", "H", "H", "H", "H", "H", "H", "H", "H", "H", "H", "H", "H", "H", "H", "H", "H", "H", "H", "H", "H", "H", "H", "H", "H", "H", "H", "H", "H"],
  "xyz": [[-1.2463, 2.0757, 3.1206], [-2.5660, -3.9730, -0.3931], [2.3806, 1.5499, 1.2790], [-0.7982, 1.5352, -5.2565], [-0.3467, -1.0360, -2.4523], [0.3185, -0.8767, -0.3701], [-2.0486, -1.0547, -0.8078], [0.9992, -0.9509, -2.4550], [3.7565, -1.3711, -1.3648], [2.2201, 3.5958, 2.4812], [-2.1187, -5.1891, 1.5979], [-0.2781, -4.5472, -0.0698], [-0.7464, -0.9917, -1.1723], [0.6115, 2.9739, 0.5883], [-0.4383, 2.3690, -4.4558], [2.7579, -0.7951, -0.6942], [-1.2296, 1.0039, 3.6861], [-0.3515, -0.1292, 3.2136], [-1.7377, -4.5150, 0.3094], [1.3843, -0.8517, -1.1710], [1.7992, 2.6052, 1.4332], [0.3966, 3.5578, -4.8457], [-0.8115, 2.2249, -2.9981], [-2.0861, 0.7404, 4.8973], [-1.4189, 1.3281, -2.9029], [-2.7624, -0.0943, 4.7044], [-1.4574, 0.4799, 5.7503], [-0.9150, -1.0957, -3.2875], [2.4793, 4.5474, 2.0143], [0.8036, 3.8989, 0.0409], [-0.2562, 3.1132, 1.2337], [1.3428, 3.5475, -4.3013], [4.6344, -1.7239, -0.8400], [-2.6677, 1.6271, 5.1364], [0.5948, 3.5314, -5.9142], [1.5487, -0.9761, -3.3000], [-3.1901, -5.0991, 1.7574], [-1.3786, 3.0822, -2.6346], [3.0807, 3.2152, 3.0259], [0.0970, 2.1330, -2.3977], [0.3196, -4.0592, 0.7021], [-1.8464, -6.2451, 1.5636], [1.3941, 3.7665, 3.1740], [-2.4995, -0.2827, -0.3526], [-2.5407, -1.9338, -0.9023], [0.4067, 2.1702, -0.1177], [0.3387, -0.4203, 4.0075], [2.8976, -0.2620, 0.2372], [-0.1319, -4.0366, -1.0207], [-1.5865, -4.7266, 2.4310], [-0.9664, -0.9954, 2.9601], [3.7095, -1.5149, -2.4401], [0.2184, 0.1728, 2.3374], [0.0600, -5.5798, -0.1659], [-0.1287, 4.4817, -4.5990]],
  "charge": 1,
  "gap_ev": 8.44,
  "energy_ha": -1147.98250,
  "homo_ev": -11.96,
  "fmax_ev_per_a": 0.9
}